[1]
The following is a DFT calculation (ωB97M-V/def2-TZVPD) of an isolated ion of composition C7H12N3 and charge +1 at a distorted geometry.

Last column: natural (NBO) charge in e.
Geometry (Å):
N (-3.09180, -0.66979, -0.65275)  -0.5386
C (-2.77873, -0.27192, 1.66951)  -0.6673
H (-1.83267, 0.02640, 2.12365)  0.2149
H (1.44812, -1.44394, -1.87182)  0.2537
N (2.18920, -0.16221, -0.31300)  -0.3755
C (1.18381, -0.70097, -1.15784)  -0.4596
N (0.57762, 1.11585, 0.84173)  -0.6021
C (-1.87403, 1.36235, -0.02643)  -0.3036
C (-2.75176, 0.10380, 0.23100)  0.3070
H (-3.50329, 0.35321, 2.19193)  0.2507
H (0.65636, 0.09700, -1.76190)  0.2275
C (-0.58674, 1.23506, 0.21527)  0.4862
H (-2.22831, 2.23552, -0.46548)  0.2902
H (0.64027, 1.54541, 1.77274)  0.4520
H (3.86763, -1.48657, -0.15786)  0.2340
H (-3.09859, -1.27788, 1.80085)  0.2628
C (3.59761, -0.54850, -0.66207)  -0.3926
C (2.06287, 0.64585, 0.62832)  0.2975
H (3.59885, -0.63166, -1.72736)  0.2156
H (0.44799, -1.21966, -0.52959)  0.2294
H (4.31977, 0.18648, -0.45725)  0.2442
H (-2.84419, -0.49381, -1.69164)  0.3737

Summary:
Orbital gap: 8.8099 eV
Net charge: +1
HOMO level: -13.67 eV

***

[2]
The following is a DFT calculation (ωB97M-V/def2-TZVPD) of an isolated ion of composition C7H12N3O2 and charge +1 at a distorted geometry.

Last column: natural (NBO) charge in e.
Geometry (Å):
H (2.43730, -0.66665, 1.80161)  0.2561
H (-2.69814, 0.73931, -2.39297)  0.2311
C (-2.76492, -0.38865, -2.02429)  -0.4275
C (1.53931, -0.80582, -1.02509)  0.5333
H (0.78354, -1.25649, 2.20322)  0.2378
H (1.41028, 0.04621, 2.99395)  0.2216
C (0.32780, -1.18581, -2.03730)  0.2034
H (2.18065, 1.24985, -0.34664)  0.4338
C (1.38321, -0.39602, 2.07759)  -0.4209
C (0.51351, -0.39918, -0.12125)  -0.1757
H (2.53681, 1.53228, 1.41909)  0.4073
H (-2.41923, -1.12033, -2.79230)  0.2454
O (0.05793, -1.56302, -3.14790)  -0.2780
C (-0.34803, 1.25773, 1.47947)  -0.4128
O (2.75178, -0.86760, -1.01345)  -0.4269
C (-0.57248, -0.61644, -0.91177)  0.2894
N (0.87280, 0.45080, 1.05769)  -0.0572
H (-2.29765, -0.35067, 0.07452)  0.4158
H (-0.13262, 2.02671, 2.21361)  0.2546
H (-0.63688, 1.73311, 0.45635)  0.2400
H (-3.79704, -0.74343, -1.66118)  0.2403
N (-1.87315, -0.49993, -0.82382)  -0.5479
H (-1.19383, 0.58583, 1.86004)  0.2251
N (1.93907, 1.23822, 0.66083)  -0.6883

Summary:
Orbital gap (alpha / beta): 6.7988 / 6.6365 eV
2S+1: 3
Net charge: +1
<S²>: 2.0197
HOMO level (alpha / beta): -10.28 / -13.38 eV

***

[3]
The following is a DFT calculation (ωB97M-V/def2-TZVPD) of a 2-piece molecular cluster, C7H12N4 overall at a distorted geometry.

Last column: natural (NBO) charge in e.
Geometry (Å):
H (-1.15058, 1.54715, -0.80464)  0.4265
H (-2.28116, -1.78727, 1.14586)  0.2587
H (-4.39832, 0.22135, -1.09894)  0.4055
C (-2.46983, -1.09757, 0.32808)  -0.1233
H (-3.53042, 0.19478, 1.59692)  0.4205
C (3.33390, -1.11410, -0.47666)  -0.1047
H (4.95508, 0.17954, -0.95458)  0.2841
C (3.51449, 1.16657, 0.26827)  -0.1034
N (-3.56642, -0.19949, 0.66133)  -0.3054
C (2.28268, 1.06752, 0.96766)  -0.3663
H (3.70764, -1.98207, -1.00348)  0.2871
H (-1.87856, 0.24082, -1.71258)  0.4055
H (1.57628, -2.22127, 0.19332)  0.3228
N (-1.55557, 0.61656, -0.81667)  -0.3973
C (2.09584, -1.27924, 0.19803)  -0.3641
N (-1.48205, -0.08381, 0.25267)  -0.1333
N (-3.88719, 0.66540, -0.33704)  -0.5773
H (4.03483, 2.11327, 0.33468)  0.2876
H (-4.30511, 1.54212, -0.04468)  0.4244
H (1.90710, 1.88859, 1.55592)  0.3284
C (1.77904, -0.14132, 0.79177)  0.6054
H (-2.68919, -1.62605, -0.60987)  0.2058
C (4.00752, 0.08847, -0.43538)  -0.1872

Summary:
Orbital gap: 6.7995 eV
Net charge: +2
HOMO level: -16.74 eV

***

[4]
The following is a DFT calculation (ωB97M-V/def2-TZVPD) of one molecule with the formula C7H12N4O2 at a distorted geometry.

Last column: natural (NBO) charge in e.
Geometry (Å):
C (2.80986, 0.15217, -0.11157)  0.4635
H (0.50363, -1.99957, -1.18235)  0.2256
C (-0.88416, -1.41240, 1.05123)  0.0757
H (-2.28465, 2.85968, -0.78141)  0.3643
N (-2.73015, 1.98830, -0.66012)  -0.8327
N (4.02676, 0.69038, -0.40313)  -0.7768
C (-2.62106, -0.40868, -0.17766)  -0.0631
H (-3.15808, -0.28263, 0.79997)  0.1602
H (2.83642, -1.26524, -1.71118)  0.2273
C (-1.83512, 0.80300, -0.55609)  -0.2616
H (-1.03737, 0.90698, 0.19574)  0.1873
N (0.39578, -0.87448, 0.60031)  -0.4497
C (0.96651, 0.28349, 1.26955)  0.7530
H (-3.37849, -0.67101, -0.94831)  0.1994
N (2.13010, 0.77564, 0.85333)  -0.5781
H (-1.19286, -0.75666, 1.86010)  0.2296
O (-1.85495, -1.57438, 0.03463)  -0.5245
O (0.30611, 0.74142, 2.19609)  -0.6479
H (-3.22043, 2.06533, 0.22883)  0.3501
H (4.34969, 1.49467, 0.12513)  0.4136
H (-0.61181, -2.41058, 1.47789)  0.1883
H (-1.31915, 0.63069, -1.48528)  0.1869
C (2.27104, -0.91956, -0.87108)  -0.4108
H (4.49369, 0.51727, -1.29734)  0.3948
C (1.03868, -1.33382, -0.50725)  0.1252

Summary:
Orbital gap: 9.5110 eV
Net charge: 0
HOMO level: -8.96 eV
SMILES string: NCCOCn1ccc(N)nc1=O

***

[5]
The following is a DFT calculation (ωB97M-V/def2-TZVPD) of a 2-piece molecular cluster, C7H12N5O3 overall at a distorted geometry.

Last column: natural (NBO) charge in e.
Geometry (Å):
N (0.74352, -0.27691, -2.14947)  -0.8154
N (-1.28611, -2.03956, -1.39929)  -0.8472
N (-0.20652, 0.66301, -0.16702)  -0.1703
C (4.82456, 0.69987, 0.18010)  1.0271
C (-1.78310, -1.13644, -0.33189)  -0.1623
C (-0.01588, 1.86255, 0.74855)  -0.3988
C (1.00450, 0.52280, -1.16920)  0.8212
C (1.45220, -1.27004, 1.53437)  -0.1951
O (1.98701, 1.07607, -0.80836)  -0.5530
H (-1.15269, -2.86697, -0.95943)  0.3667
H (0.09272, -0.97416, -1.91982)  0.4277
C (-0.64225, -0.60342, 0.49426)  0.0500
H (-0.40357, 2.66295, 0.23405)  0.2402
H (-0.48395, 1.82558, 1.69043)  0.2409
O (5.14910, 0.55697, -0.91000)  -0.4957
H (-3.06218, 0.16794, -1.72720)  0.2482
H (-0.24820, -2.32848, 1.40358)  0.4420
H (1.04029, 1.99241, 0.77711)  0.2540
H (1.44245, -0.44912, -2.89133)  0.4456
H (-2.63031, -1.72964, 0.23996)  0.2346
H (1.74461, -2.01322, 2.15586)  0.2084
O (4.43251, 0.95624, 1.22872)  -0.5286
H (2.06345, -0.33247, 1.23352)  0.2355
N (-1.30756, 1.02327, -1.01353)  -0.2153
H (-1.90143, -2.16969, -2.17640)  0.3875
N (0.22220, -1.42246, 1.12281)  -0.3882
C (-2.17512, 0.10753, -1.10071)  0.1404

Summary:
Orbital gap (alpha / beta): 8.3925 / 8.3932 eV
Net charge: +1
HOMO level (alpha / beta): -11.73 / -11.73 eV

***

[6]
The following is a DFT calculation (ωB97M-V/def2-TZVPD) of a 2-piece molecular cluster, C7H12NO2 overall at a distorted geometry.

Last column: natural (NBO) charge in e.
Geometry (Å):
O (-1.85759, 3.24092, 1.02609)  -1.3813
C (0.63798, 0.71182, 0.34378)  -0.0423
H (-1.18159, -1.91891, -2.17118)  0.1937
C (1.81032, -1.20250, -0.41529)  0.6973
C (-1.40281, -0.35278, -0.78529)  -0.1416
H (-0.89166, 1.71781, -0.81809)  0.2525
H (-0.25930, -0.33268, 2.01314)  0.2183
H (1.72727, -2.26673, 1.47487)  0.2186
H (-2.37651, 4.04720, 0.91387)  0.3968
C (-0.82345, 0.87182, -0.13436)  -0.4990
H (0.19910, -2.14386, 0.63617)  0.2347
H (0.88062, 1.69778, 0.73272)  0.2298
H (-0.49109, -0.23596, -2.66551)  0.1777
H (-2.22557, -0.84428, -0.27082)  0.1870
O (2.50026, -1.89506, -1.14222)  -0.6256
H (1.30760, 0.40719, -1.55902)  0.3962
C (-1.00692, -0.87417, -1.95856)  -0.4577
H (-1.40697, 1.15364, 0.73528)  0.2963
C (1.11782, -1.60518, 0.86582)  -0.5234
C (0.71010, -0.28465, 1.53078)  -0.4013
H (1.47050, -0.03294, 2.26725)  0.1991
N (1.56189, 0.14151, -0.61941)  -0.6259

Summary:
Orbital gap: 6.2040 eV
Net charge: -1
HOMO level: -2.74 eV

***

[7]
The following is a DFT calculation (ωB97M-V/def2-TZVPD) of a 2-piece molecular cluster, C7H12NO3 overall at a distorted geometry.

Last column: natural (NBO) charge in e.
Geometry (Å):
O (1.16982, -3.73826, -1.41370)  -0.5204
C (-0.24645, 1.26555, 0.51375)  -0.1991
N (-0.33152, -2.43159, 0.63851)  0.0256
H (1.95155, 1.25909, 0.71785)  0.1953
O (0.77842, -3.05141, 0.89395)  -0.4836
H (-2.24495, 1.20513, -0.20183)  0.1928
H (-1.50802, -0.09890, 1.83784)  0.1963
C (-0.19010, -1.00263, 0.31325)  0.0100
H (-0.69629, -0.79956, -1.77236)  0.2573
H (0.91355, -3.51862, -0.45963)  0.4488
H (1.33933, 1.52540, -0.89802)  0.1927
H (1.86951, -1.01203, 0.78355)  0.2117
H (-2.10509, -1.21894, -0.97009)  0.2324
C (1.16613, 0.94646, 0.00660)  -0.4263
C (-0.44054, -0.05648, 1.47574)  -0.4121
C (-1.27101, 1.00232, -0.56112)  -0.4214
C (-1.16095, -0.53525, -0.78627)  -0.4348
O (0.18698, -2.83174, -1.92668)  -0.4972
H (-1.17626, 1.77083, -1.36728)  0.1942
H (1.67667, -0.98214, -1.04334)  0.2591
C (1.22937, -0.55484, -0.09966)  -0.4262
H (0.18065, -0.04457, 2.41593)  0.2097
H (-0.44329, 2.21261, 1.00771)  0.1953

Summary:
Orbital gap (alpha / beta): 6.8759 / 6.5527 eV
Net charge: -1
HOMO level (alpha / beta): -3.31 / -2.98 eV

***

[8]
The following is a DFT calculation (ωB97M-V/def2-TZVPD) of a 2-piece molecular cluster, C7H12NO4P overall at a distorted geometry.

Last column: natural (NBO) charge in e.
Geometry (Å):
C (1.96420, 0.54993, -0.99594)  0.5214
O (-3.30448, -0.65964, 0.23027)  -0.7622
H (1.16080, -1.96865, 2.43693)  0.2833
O (1.29004, -2.24530, -1.19003)  -0.9307
C (-3.55951, 0.53757, -0.57343)  -0.0640
C (2.41115, 1.89170, -0.49161)  -0.2731
H (-1.79378, 0.44014, -1.73085)  0.2157
O (2.11428, 0.13108, -2.11241)  -0.5737
P (0.43776, -1.54869, 0.03324)  1.4094
H (2.90695, 2.56767, -1.09646)  0.2156
H (-4.23660, 0.05862, -1.25593)  0.1919
C (2.30004, 1.95506, 0.84066)  -0.2796
H (-2.76147, -0.53918, 1.06612)  0.4681
H (2.54301, 2.70681, 1.63778)  0.2382
N (1.45658, -0.08621, 0.11991)  -0.5193
C (1.28430, -2.39498, 1.41469)  -1.0009
C (1.44485, 0.76994, 1.22389)  0.5260
H (2.26552, -2.67619, 1.27839)  0.2504
H (-2.33063, 2.02777, -1.78813)  0.2134
O (0.81228, 0.57633, 2.25211)  -0.6269
H (0.63538, -2.55573, -1.84361)  0.5062
H (0.92427, -3.30508, 1.69688)  0.2510
H (-4.08264, 1.15545, 0.10971)  0.1684
H (-1.65985, 1.50106, -0.20819)  0.2198
C (-2.22245, 1.11053, -1.05397)  -0.6484

Summary:
Orbital gap (alpha / beta): 6.4225 / 5.1810 eV
2S+1: 3
Net charge: 0
<S²>: 2.0145
HOMO level (alpha / beta): -6.13 / -9.30 eV